A 7-piece molecular cluster, C30H78N4O11 overall. Source: the Open Molecules 2025 dataset; level of theory: ωB97M-V/def2-TZVPD.

Computed properties:
Spin multiplicity: 1
LUMO, hartree: 0.02236
Gap between HOMO and LUMO, eV: 9.15
E_tot, eV: -60849.467
Energy above the lowest of the compared OMol25 structures with the same formula, charge and spin, eV: 0.8550
SMILES string: COCCNCCOC.COCCNCCOC.COCCNCCOC.COCCNCCOC.CCO.CCO.CCO
Highest occupied orbital energy, eV: -8.5

Last column: Mulliken charge in e.
Element x y z (Å)
O 8.81 -10.90 16.71  -0.4171
O 20.74 -9.03 23.34  -0.3054
O 11.80 -10.73 24.62  -0.3071
O 11.90 -7.52 16.34  -0.5773
O 5.21 -10.76 22.57  -0.2730
O 14.97 -8.63 14.13  -0.2535
O 17.06 -11.64 16.06  -0.1238
O 16.94 -12.23 21.96  -0.4501
O 13.41 -9.86 16.28  -0.1328
O 17.30 -6.16 18.34  -0.5492
O 8.66 -8.77 20.70  -0.2071
N 11.35 -9.11 22.13  -0.2541
N 15.74 -11.50 13.72  -0.2995
N 18.01 -9.49 22.25  -0.0799
N 6.44 -12.03 19.37  -0.3415
C 7.63 -7.80 20.40  -0.9730
C 16.62 -9.80 22.44  -1.0902
C 9.93 -8.47 20.09  -0.8749
C 12.71 -9.81 24.01  -0.6292
C 15.23 -10.56 12.70  -0.9459
C 16.58 -13.33 21.17  -0.3714
C 11.33 -5.61 17.87  -1.3945
C 8.43 -11.52 17.95  0.5019
C 17.18 -11.63 13.76  -0.4823
C 19.96 -7.93 22.70  -0.6238
C 4.09 -11.24 23.34  -0.8745
C 12.52 -9.79 22.51  -0.1261
C 12.32 -6.70 17.44  0.7383
C 14.19 -10.73 17.11  -0.3340
C 17.03 -7.30 19.00  0.1998
C 15.52 -7.49 19.20  0.0247
C 22.15 -8.84 23.27  -0.7913
C 13.47 -11.03 18.39  -0.6717
C 17.26 -12.22 17.32  -1.1306
C 15.46 -7.44 14.72  -0.6125
C 10.21 -10.98 16.51  -0.3033
C 6.49 -11.11 20.52  0.1206
C 18.46 -8.19 22.76  -0.5989
C 6.91 -11.61 18.06  -0.8311
C 15.55 -9.08 12.93  -0.6163
C 12.03 -10.78 25.97  -0.7775
C 11.14 -9.26 20.72  0.1286
C 17.50 -12.47 14.99  -0.8798
C 5.72 -11.77 21.71  -0.6100
C 16.23 -11.02 21.58  0.4415
H 22.64 -8.58 22.33  0.3140
H 11.72 -5.07 18.73  0.3482
H 6.44 -10.70 17.69  0.3610
H 16.61 -13.06 17.55  0.4008
H 12.08 -9.83 26.51  0.3080
H 8.96 -10.93 18.70  -0.4858
H 11.32 -11.38 26.54  0.2748
H 16.81 -13.28 20.11  -0.0382
H 15.52 -13.53 21.28  0.2917
H 10.76 -10.56 17.35  -0.1314
H 10.53 -10.46 15.61  0.2586
H 13.98 -11.69 19.09  0.4722
H 17.12 -13.49 15.08  0.4317
H 13.87 -9.58 15.49  0.0955
H 10.56 -9.38 22.71  0.3673
H 6.01 -10.17 20.27  0.1070
H 7.49 -10.81 20.83  -0.0580
H 18.64 -10.27 22.33  0.3220
H 15.10 -8.54 12.09  0.3926
H 7.29 -7.70 19.37  0.3464
H 10.42 -6.13 18.18  0.2520
H 15.14 -10.22 17.22  0.2784
H 9.95 -8.65 19.01  0.2702
H 13.70 -10.22 24.14  0.3206
H 8.87 -12.51 18.08  0.3175
H 15.43 -8.32 19.91  -0.2080
H 10.17 -7.41 20.20  0.6243
H 17.55 -7.33 19.96  -0.2190
H 6.72 -8.10 20.91  0.2955
H 13.36 -9.29 22.02  0.0216
H 10.71 -11.95 16.40  0.3994
H 15.72 -10.94 11.80  0.4737
H 17.19 -11.50 18.13  0.0939
H 15.99 -8.98 22.10  0.3414
H 14.99 -7.24 15.69  -0.0863
H 17.98 -7.97 23.72  0.3569
H 15.51 -11.10 14.62  0.1943
H 4.33 -12.08 23.99  0.3323
H 15.05 -7.77 18.26  -0.4588
H 17.63 -10.67 14.00  0.2226
H 17.35 -8.14 18.38  0.1695
H 15.15 -11.02 21.70  0.1393
H 4.94 -12.42 21.30  0.3836
H 15.05 -6.69 19.76  0.6435
H 5.50 -12.37 19.22  0.2543
H 14.15 -10.67 12.64  0.3179
H 16.51 -7.70 14.89  0.3581
H 16.39 -10.82 20.52  -0.0838
H 11.07 -10.29 20.36  0.3157
H 13.27 -10.03 18.77  -0.2081
H 12.65 -8.84 24.51  0.4128
H 16.33 -9.94 23.48  0.4827
H 12.98 -11.26 26.19  0.3123
H 22.48 -8.02 23.90  0.3168
H 12.56 -10.80 22.10  0.2924
H 18.19 -12.79 17.35  0.5994
H 16.60 -8.81 12.89  0.4853
H 12.68 -7.27 18.29  -0.3593
H 18.06 -7.48 22.03  0.1232
H 6.55 -12.37 17.38  0.3469
H 18.58 -12.58 14.95  0.4403
H 17.21 -14.19 21.44  0.3167
H 11.07 -4.86 17.12  0.3771
H 12.49 -11.48 18.22  0.3078
H 15.49 -6.51 14.14  0.3548
H 6.34 -12.41 22.33  0.3113
H 3.29 -11.65 22.73  0.3365
H 16.81 -5.52 18.85  0.3824
H 12.01 -8.81 20.24  -0.5102
H 12.39 -8.34 16.45  0.3416
H 14.37 -11.68 16.61  0.4060
H 20.16 -6.96 23.17  0.4156
H 20.28 -7.96 21.66  0.3250
H 22.63 -9.72 23.70  0.2651
H 17.65 -12.08 12.88  0.4270
H 3.49 -10.50 23.87  0.3049
H 7.94 -6.81 20.73  0.3773
H 13.18 -6.08 17.19  0.2763

---

A 13-piece molecular cluster, C30H78O17S11 overall. Source: the Open Molecules 2025 dataset; level of theory: ωB97M-V/def2-TZVPD.

Computed properties:
Spin multiplicity: 1
LUMO, hartree: -0.00628
Gap between HOMO and LUMO, eV: 8.49
E_tot, eV: -186356.372
Energy above the lowest of the compared OMol25 structures with the same formula, charge and spin, eV: 4.9991
Highest occupied orbital energy, eV: -8.7

Last column: Mulliken charge in e.
Element x y z (Å)
S 0.32 10.35 -0.63  0.4905
S -7.07 12.92 -4.73  0.4999
S -10.20 15.79 -18.12  0.4786
S -1.27 14.79 -16.99  0.4682
S 2.74 5.03 -7.30  0.4620
S -7.18 19.03 -12.52  0.4964
S 0.39 16.46 -7.35  0.4881
S -4.94 4.28 -3.02  0.4977
S 1.94 6.70 -17.43  0.4951
S -5.47 0.95 -11.60  0.4855
S -3.28 9.62 -10.58  0.5308
O -5.33 -0.38 -12.32  -0.6174
O 5.86 10.71 -7.89  -0.3132
O 7.39 9.56 -9.03  -0.6093
O 0.25 14.95 -7.31  -0.5974
O 1.01 11.39 0.22  -0.6142
O -4.49 5.64 -3.39  -0.5856
O -7.60 20.06 -11.46  -0.6303
O -7.69 13.80 -5.79  -0.6010
O 3.27 7.39 -17.26  -0.6212
O 5.62 10.64 -10.02  -0.3300
O -10.66 15.93 -16.65  -0.6136
O -2.67 14.77 -16.31  -0.6035
O -3.56 3.40 -18.00  -0.5633
O 3.20 4.80 -8.75  -0.5995
O -4.42 5.56 -18.13  -0.3519
O -5.77 3.88 -18.40  -0.3162
O -4.14 8.40 -10.82  -0.6411
C -4.28 11.03 -11.12  -0.9969
C 3.33 11.11 -10.43  -1.3033
C -5.93 7.45 -18.65  -1.4221
C -6.55 2.04 -12.67  -0.8711
C -1.40 15.71 -18.59  -0.9354
C -6.56 4.99 -18.55  -0.4695
C -1.34 11.02 -1.16  -0.8849
C -0.83 13.16 -17.75  -0.8802
C 2.37 5.23 -18.44  -0.8962
C -1.24 17.08 -7.86  -0.9527
C -7.21 17.35 -11.83  -0.8492
C -7.51 13.67 -3.06  -0.9244
C -8.26 11.46 -4.60  -0.8665
C -5.73 6.09 -17.95  0.5259
C 1.03 4.41 -7.05  -0.8870
C 4.58 11.47 -9.58  0.4229
C -10.27 17.45 -18.89  -0.8925
C 1.29 17.12 -8.79  -0.9140
C 6.34 10.21 -9.01  0.7173
C 1.24 10.32 -2.20  -0.8739
C -8.39 15.72 -18.01  -0.8805
C -4.50 4.20 -18.16  0.6664
C 3.70 3.82 -6.26  -0.9070
C -3.93 1.76 -11.93  -0.7952
C -3.29 9.84 -8.80  -0.7876
C -6.33 3.77 -4.21  -0.8959
C -6.11 4.59 -1.61  -0.9473
C -5.39 19.31 -12.85  -0.8149
C 4.53 11.12 -8.14  -0.4829
C 1.48 5.92 -15.78  -0.8739
H -8.00 10.71 -5.34  0.3047
H 3.54 11.02 -11.49  0.3429
H 0.68 9.68 -2.88  0.3327
H -2.08 15.18 -19.25  0.3270
H -1.90 16.64 -7.11  0.3105
H -3.83 11.98 -10.84  0.3666
H -8.18 17.01 -11.49  0.3146
H -5.32 20.37 -13.08  0.2931
H -5.86 7.29 -19.73  0.3596
H 0.25 4.78 -7.72  0.3245
H 4.68 4.25 -6.09  0.3172
H -0.42 15.55 -19.05  0.3535
H 1.34 11.30 -2.65  0.3001
H -1.65 16.77 -18.55  0.3143
H -6.54 17.33 -10.97  0.2869
H 1.41 4.73 -18.59  0.3115
H 3.76 2.82 -6.68  0.3146
H -7.61 1.81 -12.51  0.3080
H -6.79 16.71 -12.60  0.3180
H 2.23 9.89 -2.01  0.3105
H 2.40 11.64 -10.21  0.3570
H -1.61 16.79 -8.85  0.3126
H 3.05 4.51 -17.98  0.3137
H 2.34 16.84 -8.82  0.3261
H -10.04 17.44 -19.95  0.3428
H -3.34 10.92 -8.68  0.2667
H -7.96 16.62 -17.56  0.2798
H -11.29 17.82 -18.80  0.3240
H -4.20 9.42 -8.37  0.2871
H -1.39 18.14 -7.65  0.3835
H 1.03 3.34 -7.22  0.2891
H -6.93 2.93 -3.87  0.3427
H 4.33 12.01 -7.56  0.2814
H -7.94 15.62 -18.99  0.3557
H -5.21 8.25 -18.47  0.3527
H -6.83 5.18 -19.59  0.3116
H -1.31 11.57 -2.10  0.2928
H -8.26 11.13 -3.56  0.3059
H -6.87 5.32 -1.88  0.3061
H -5.23 11.13 -10.59  0.3488
H -5.61 5.07 -0.78  0.3264
H -9.69 18.15 -18.30  0.2889
H -7.13 13.16 -2.18  0.3514
H -7.48 4.84 -17.99  0.2865
H -8.05 14.84 -17.47  0.3173
H -4.51 11.06 -12.19  0.3170
H 3.13 10.05 -10.22  0.3373
H -7.13 14.69 -3.13  0.3151
H 5.00 12.47 -9.66  0.2934
H -1.27 12.30 -17.24  0.3344
H -4.06 2.79 -11.58  0.3188
H 0.95 16.68 -9.73  0.3082
H 2.23 5.26 -15.34  0.3162
H -1.13 13.14 -18.80  0.2728
H -9.26 11.83 -4.86  0.3086
H -2.42 9.44 -8.29  0.3104
H -4.88 19.03 -11.93  0.2498
H -6.34 3.10 -12.60  0.3266
H -3.08 1.27 -11.46  0.3073
H 2.85 5.36 -19.42  0.3246
H 1.08 6.64 -15.07  0.3141
H -8.60 13.68 -3.01  0.3040
H 0.61 4.60 -6.06  0.3407
H 3.37 3.76 -5.22  0.3459
H -1.98 10.17 -1.40  0.3230
H 3.77 10.43 -7.77  0.2865
H 0.24 12.97 -17.83  0.3483
H -6.58 3.69 -1.21  0.3513
H -5.04 18.71 -13.70  0.3361
H -6.94 4.64 -4.45  0.3062
H -5.90 6.22 -16.89  0.2603
H -6.30 1.71 -13.67  0.2839
H -5.82 3.48 -5.12  0.2978
H -6.93 7.79 -18.39  0.3573
H 0.59 5.33 -15.97  0.3167
H -3.81 1.73 -13.01  0.2552
H 1.09 18.19 -8.82  0.3339
H -1.80 11.64 -0.40  0.3247